{
  "formula": "C7H10FN2O",
  "method": "ωB97M-V/def2-TZVPD",
  "elements": ["F", "O", "N", "N", "C", "C", "C", "C", "C", "C", "C", "H", "H", "H", "H", "H", "H", "H", "H", "H", "H"],
  "positions_angstrom": [[-2.48, -2.17, -0.35], [-0.03, -3.60, -1.83], [-1.28, 0.64, 1.28], [0.38, 0.81, -0.04], [1.51, 2.94, 0.64], [-0.64, 1.84, 1.59], [-1.28, -2.43, -0.78], [-0.20, -3.49, -0.43], [-0.66, 0.05, 0.21], [-1.03, -2.70, -2.26], [0.44, 1.93, 0.80], [-0.67, -2.15, -3.17], [1.18, 3.69, -0.07], [-2.25, 0.50, 1.70], [1.77, 3.57, 1.57], [-0.77, -4.36, -0.02], [-1.01, 2.42, 2.39], [0.78, -3.36, 0.13], [-1.99, -3.25, -2.55], [1.06, 0.64, -0.84], [2.50, 2.57, 0.38]],
  "lowdin_charge": [0.17, -0.10, 0.04, 0.06, -0.03, -0.04, -0.08, -0.05, -0.07, -0.06, -0.29, 0.17, 0.08, 0.19, 0.12, 0.16, 0.13, 0.17, 0.17, 0.20, 0.08],
  "orbital_gap_ha": 0.267,
  "lumo_ev": -5.37,
  "homo_energy_ev": -12.6,
  "de_lowest_kcal_mol": 76.18,
  "charge": 1,
  "e_tot_ev": -15154.746
}